[1]
DFT (ωB97M-V/def2-TZVPD) results for a single C4H4O2 molecule.

```
! RIJCOSX wB97M-V def2-TZVPD def2/J DEFGRID3
* xyz 0 1
O -0.438 1.629 -0.213
C -0.182 0.330 -0.090
C -1.348 -0.564 -0.161
O -2.447 -0.105 -0.412
C 1.089 -0.191 0.172
C 2.362 -0.265 0.328
H -1.416 1.700 -0.242
H 0.406 -0.558 1.093
H -1.150 -1.642 -0.032
H 3.123 -0.333 -0.442
*
```

The calculation puts the HOMO energy (alpha / beta) at -8.2325 / -8.2577 eV. The calculation puts the gap between HOMO and LUMO (alpha / beta) at 7.32 / 7.35 eV. Its relative energy (zero: lowest compared OMol25 entry of this formula, charge and spin) is 467.4 kJ/mol.

[2]
DFT (ωB97M-V/def2-TZVPD) results for 8 unconnected molecules or ions with the total composition C48H71F4N8.

```
! RIJCOSX wB97M-V def2-TZVPD def2/J DEFGRID3
* xyz 1 1
C 1.454 2.309 -1.200
C 2.161 2.262 -2.307
C 3.170 1.197 -2.639
N 2.734 -0.206 -2.305
F 2.815 -0.355 -0.921
C 1.343 -0.569 -2.760
C 1.324 -2.079 -3.013
C 0.501 -2.900 -2.005
C -0.925 -2.389 -1.731
C -2.036 -3.163 -2.475
C -3.294 -3.315 -1.621
C -4.538 -3.722 -2.435
C -5.578 -2.601 -2.551
C -6.565 -2.546 -1.372
C -7.990 -2.192 -1.808
C -8.175 -0.703 -2.110
C -9.313 -0.362 -3.080
C -9.409 -1.272 -4.306
C -10.209 -0.644 -5.443
C 2.806 -2.512 -2.988
C 3.249 -3.304 -4.199
F 4.574 -3.531 -4.147
F 3.002 -2.615 -5.333
F 2.618 -4.474 -4.278
C 3.654 -1.239 -2.882
H 1.724 1.723 -0.331
H 0.565 2.917 -1.115
H 2.061 3.039 -3.053
H 4.132 1.324 -2.136
H 3.355 1.180 -3.711
H 0.650 -0.207 -2.011
H 1.233 -0.026 -3.698
H 0.948 -2.267 -4.019
H 1.061 -2.969 -1.068
H 0.432 -3.912 -2.407
H -1.024 -1.338 -2.013
H -1.123 -2.458 -0.661
H -1.657 -4.151 -2.744
H -2.301 -2.628 -3.391
H -3.097 -4.041 -0.828
H -3.491 -2.361 -1.119
H -4.226 -4.025 -3.437
H -5.002 -4.584 -1.949
H -5.045 -1.649 -2.644
H -6.140 -2.736 -3.480
H -6.221 -1.824 -0.626
H -6.594 -3.541 -0.920
H -8.225 -2.827 -2.664
H -8.660 -2.478 -0.993
H -8.390 -0.208 -1.158
H -7.236 -0.260 -2.458
H -10.268 -0.356 -2.548
H -9.161 0.664 -3.433
H -9.891 -2.209 -4.016
H -8.405 -1.543 -4.650
H -11.272 -0.610 -5.196
H -9.879 0.377 -5.643
H -10.111 -1.227 -6.360
H 3.040 -3.105 -2.104
H 4.111 -0.862 -3.793
H 4.466 -1.386 -2.173
N -1.629 3.750 1.044
C -1.501 4.375 2.255
C -1.277 3.415 3.203
C -1.273 2.157 2.541
C -1.491 2.396 1.211
H -1.809 4.218 0.175
H -1.582 5.445 2.340
H -1.139 3.591 4.256
H -1.133 1.190 2.994
H -1.568 1.718 0.377
N 4.202 1.349 1.454
C 4.512 2.681 1.544
C 5.100 2.888 2.760
C 5.148 1.635 3.431
C 4.587 0.705 2.601
H 3.759 0.911 0.671
H 4.288 3.366 0.743
H 5.448 3.841 3.124
H 5.542 1.434 4.414
H 4.429 -0.352 2.730
N 8.184 3.540 4.530
C 9.180 2.723 4.990
C 10.332 3.463 5.058
C 10.013 4.779 4.622
C 8.681 4.794 4.306
H 7.232 3.262 4.378
H 8.988 1.692 5.231
H 11.293 3.103 5.385
H 10.687 5.617 4.564
H 8.045 5.589 3.953
N -11.175 -6.177 -3.103
C -10.159 -6.617 -2.301
C -8.978 -6.217 -2.867
C -9.297 -5.507 -4.057
C -10.662 -5.499 -4.173
H -12.151 -6.331 -2.932
H -10.357 -7.175 -1.401
H -7.997 -6.412 -2.469
H -8.605 -5.054 -4.748
H -11.306 -5.070 -4.923
N 10.395 8.055 2.836
C 9.947 9.058 2.021
C 10.806 10.116 2.145
C 11.814 9.735 3.073
C 11.532 8.459 3.481
H 9.956 7.159 2.947
H 9.059 8.935 1.423
H 10.724 11.058 1.631
H 12.648 10.331 3.403
H 12.043 7.811 4.171
N 8.729 5.257 7.745
C 7.425 5.637 7.594
C 7.107 6.479 8.627
C 8.270 6.614 9.433
C 9.252 5.847 8.860
H 9.226 4.642 7.122
H 6.836 5.279 6.767
H 6.151 6.948 8.788
H 8.374 7.205 10.327
H 10.273 5.676 9.153
N -5.985 -7.921 -1.154
C -6.836 -8.926 -1.528
C -6.945 -9.795 -0.477
C -6.128 -9.293 0.575
C -5.550 -8.137 0.127
H -5.719 -7.147 -1.733
H -7.290 -8.934 -2.504
H -7.543 -10.690 -0.460
H -5.985 -9.732 1.548
H -4.872 -7.453 0.608
*
```

The calculation puts the HOMO energy at -9.0868 eV. The calculation puts the gap between HOMO and LUMO at 5.86 eV.

[3]
DFT (ωB97M-V/def2-TZVPD) results for a molecular structure, C4H5N3O in a non-equilibrium geometry.

```
! RIJCOSX wB97M-V def2-TZVPD def2/J DEFGRID3
* xyz 0 1
C 0.467 -0.283 -0.739
C -0.390 -0.531 0.438
C -0.030 -1.821 1.045
C 0.403 -2.861 1.587
H 0.213 2.823 -1.960
H 1.331 2.191 0.004
H 0.850 -1.351 -1.109
H -1.135 1.707 -0.182
H 0.741 -3.470 2.451
N 0.296 1.936 -0.789
N 0.849 0.745 -1.437
N -1.580 -0.082 0.643
O -2.013 0.995 0.048
*
```

The calculation puts the HOMO energy at -9.0433 eV. The calculation puts the gap between HOMO and LUMO at 8.51 eV. Its relative energy (zero: lowest compared OMol25 entry of this formula, charge and spin) is 983.0 kJ/mol.